No. 1
16
Properties=species:S:1:pos:R:3:forces:R:3:nbo_charge:R:1 method="wB97M-V/def2-TZVPD" e_homo_ev=-8.305 orbital_gap_ev=9.252 de_lowest_kcal_mol=38.96 total_energy_ha=-267.86323
C -2.470584 -0.526808 -0.024747 0.56 0.61 -0.42 -0.607
C -1.389496 0.433188 -0.607918 -0.52 0.07 1.26 -0.413
C 0.045243 -0.059939 -0.392638 0.16 0.39 -0.67 -0.239
N 0.829356 0.975869 0.292061 -0.87 -0.77 1.83 -0.552
C 1.957662 0.664998 0.770565 0.99 -0.54 -0.65 0.330
N 2.939629 -0.089583 0.174627 0.05 -0.67 0.04 -0.829
H -2.239632 -1.583104 -0.126663 -0.22 -0.16 -0.46 0.196
H -3.408902 -0.226623 -0.483315 -0.30 -0.52 0.09 0.210
H -2.539806 -0.341415 1.045719 -0.08 -0.04 0.08 0.201
H -1.480306 1.244590 0.116034 0.30 0.46 -0.43 0.223
H -1.685112 0.855734 -1.565929 0.38 -0.35 -0.28 0.201
H -0.095680 -0.909999 0.282468 0.49 0.03 0.21 0.182
H 0.582814 -0.464621 -1.258563 -0.47 0.07 -0.42 0.165
H 2.315940 0.877392 1.785818 -0.20 1.30 -0.25 0.153
H 3.835238 -0.169807 0.620337 -0.10 -0.12 0.16 0.388
H 2.803636 -0.679866 -0.627857 -0.18 0.23 -0.10 0.390

No. 2
16
Properties=species:S:1:pos:R:3:forces:R:3:nbo_charge:R:1 method="wB97M-V/def2-TZVPD" e_homo_ev=-9.293 orbital_gap_ev=10.286 de_lowest_kcal_mol=13.31 total_energy_ha=-267.90412
H 0.135652 1.158834 -1.872600 0.58 -0.88 -0.55 0.326
N 0.487435 0.187892 -1.687804 -0.23 1.74 -0.63 -0.634
C -0.068692 -0.113092 -0.605143 -1.11 0.01 1.60 0.308
C -1.045410 0.817259 0.168630 0.67 -0.55 -0.37 -0.472
C -0.277325 1.673405 1.176830 -0.11 -0.07 -0.07 -0.598
C 0.238295 -1.435595 0.058435 0.09 -0.13 -0.23 -0.288
N 1.237164 -2.239323 -0.614935 0.09 -0.15 -0.02 -0.815
H -1.576958 1.467132 -0.533635 0.05 -0.15 -0.03 0.209
H -1.786224 0.204960 0.688712 -0.02 0.02 -0.03 0.212
H -0.956560 2.345440 1.699746 0.04 0.03 0.05 0.214
H 0.221015 1.048426 1.915366 0.05 0.01 0.08 0.206
H 0.479662 2.268962 0.668577 0.03 0.06 0.02 0.208
H -0.690264 -2.014218 0.119062 0.02 0.08 0.15 0.204
H 0.573717 -1.247542 1.083707 -0.16 0.00 0.01 0.202
H 2.097118 -1.703955 -0.697353 -0.12 -0.08 -0.07 0.359
H 0.931374 -2.418586 -1.567597 0.12 0.07 0.11 0.361

No. 3
17
Properties=species:S:1:pos:R:3:forces:R:3:lowdin_spin:R:1 method="wB97M-V/def2-TZVPD" spin_multiplicity=2 e_homo_ev="0.644 / -3.112" orbital_gap_ev="3.701 / 7.298" de_lowest_kcal_mol=49.13 total_energy_ha=-343.04430 charge=-1 s_squared=0.75
O -1.979090 1.467813 0.056821 -5.56 1.94 -1.76 0.329
C -0.901294 1.121201 0.456285 3.87 -1.44 1.20 0.386
C 0.152848 0.673363 -0.589658 -0.35 -2.46 1.47 0.044
C 0.985941 1.796987 -1.084756 0.52 1.89 0.31 0.029
N 0.911118 -0.476351 0.082605 -0.13 1.51 -0.07 0.028
C 0.074255 -1.678168 -0.100602 2.85 -0.67 1.40 0.040
N 0.552359 -2.649090 1.050863 2.06 4.03 -2.55 0.019
H -0.560714 1.519014 1.487666 0.62 -0.45 -1.00 0.056
H -0.293195 0.144490 -1.473520 -0.29 0.71 0.72 0.003
H 0.390433 2.362460 -1.893851 1.34 -0.93 0.87 0.004
H 2.050027 1.489779 -1.296862 -1.04 0.41 -0.47 0.011
H 1.017887 2.517979 -0.224528 0.35 -0.31 -0.74 0.006
H 1.008313 -0.189205 1.076140 -0.53 -0.54 -0.72 0.011
H -1.029510 -1.530024 -0.172504 0.73 0.07 0.42 0.015
H 0.546003 -1.985835 -1.090708 -1.22 -0.74 1.11 0.003
H 0.010791 -3.397137 1.126412 -3.04 -4.07 -0.04 0.004
H 0.577832 -2.276243 1.985298 -0.17 1.04 -0.13 0.014

No. 4
17
Properties=species:S:1:pos:R:3:forces:R:3:nbo_charge:R:1 method="wB97M-V/def2-TZVPD" e_homo_ev=-8.887 orbital_gap_ev=9.950 de_lowest_kcal_mol=87.81 total_energy_ha=-343.06153
C -1.728648 -0.888098 0.080166 -0.08 -0.14 -0.04 -0.419
N -0.923595 0.283700 -0.227305 0.10 -0.01 0.05 -0.448
C -1.526512 1.523295 0.224729 -0.06 0.18 0.01 -0.407
C 0.446908 0.183701 0.061580 -0.02 0.21 -0.19 0.349
O 0.917868 -0.644759 1.099933 -0.03 -0.02 0.35 -0.419
N 1.171619 -0.969101 -0.319006 0.06 -0.01 -0.14 -0.164
C 2.585818 -0.741776 -0.593406 0.11 -0.01 -0.03 -0.440
H -1.968085 -0.966932 1.152802 0.08 0.03 -0.15 0.179
H -1.195373 -1.789689 -0.225634 -0.06 0.13 0.04 0.230
H -2.668346 -0.825371 -0.479327 0.15 -0.02 0.08 0.197
H -0.908222 2.369457 -0.091824 -0.11 -0.10 0.06 0.201
H -2.510888 1.634271 -0.241247 0.14 -0.02 0.08 0.204
H -1.656386 1.572500 1.319285 0.01 -0.04 -0.14 0.173
H 0.951111 1.151271 -0.012743 -0.05 -0.15 0.02 0.160
H 2.992424 0.124253 -0.052991 -0.13 -0.11 -0.08 0.186
H 3.137356 -1.636322 -0.294810 -0.04 0.12 -0.06 0.210
H 2.707909 -0.594454 -1.671618 -0.07 -0.05 0.13 0.208